1.
Below is a structure of composition C20H30CrFI2N5O5P, with properties calculated with ωB97M-V with the def2-TZVPD basis set.

```
65
Properties=species:S:1:pos:R:3:forces:R:3:nbo_charge:R:1
Cr 0.580085 -3.303945 -0.564940 0.44 0.42 0.55 1.23
F -1.515078 1.458512 3.686353 -0.01 -0.03 -0.01 -0.30
C -0.901408 1.654215 2.512604 0.02 -0.03 0.00 0.37
C -0.538862 0.558400 1.798398 -0.01 0.03 0.03 -0.21
C 0.074671 0.695902 0.539785 0.00 -0.07 -0.01 -0.09
C 0.412625 -0.439681 -0.261958 0.02 0.15 -0.11 0.47
O 0.169018 -1.638804 0.205845 -0.11 -0.35 -0.13 -0.68
C 0.978444 -0.201592 -1.517494 -0.09 0.04 0.02 -0.33
C 1.217880 1.104627 -1.916200 -0.01 0.02 0.01 0.21
N 0.940606 2.160865 -1.168110 0.01 -0.02 0.03 -0.28
C 1.235469 3.497211 -1.688302 -0.02 0.02 0.00 -0.10
C 2.318733 4.304131 -1.034047 0.01 0.00 -0.01 -0.42
C 2.532315 3.726126 -2.399286 -0.01 0.00 -0.01 -0.40
C 0.321854 1.999707 0.070830 0.00 0.02 -0.04 0.21
C -0.050860 3.115355 0.826397 -0.02 -0.01 0.02 -0.29
C -0.695325 2.989140 2.054822 0.00 0.02 -0.01 0.19
N -1.113093 4.087928 2.777013 0.07 0.01 0.00 -0.41
C -1.503825 4.022077 4.194333 -0.03 0.00 0.02 -0.23
C -1.706087 5.423866 4.757879 0.01 0.02 0.00 -0.24
N -0.616045 6.336422 4.272224 0.00 0.00 -0.01 -0.50
C -0.640099 6.496705 2.759276 0.01 0.01 0.02 -0.23
C -1.437970 5.355331 2.137837 0.00 0.00 0.00 -0.24
C 1.336447 -1.262867 -2.492890 0.07 -0.23 0.04 0.77
O 1.660946 -1.052379 -3.620937 -0.02 0.05 -0.05 -0.51
O 1.336148 -2.506570 -1.966221 0.00 0.13 -0.21 -0.70
H -0.758298 -0.420678 2.200167 0.00 0.00 -0.01 0.26
H 1.654394 1.294344 -2.888113 0.00 -0.02 0.00 0.27
H 0.347538 3.996570 -2.054247 0.00 0.00 0.01 0.25
H 2.860185 3.841632 -0.219260 0.00 0.00 0.00 0.23
H 2.162343 5.369618 -0.940242 0.00 0.00 0.00 0.24
H 3.231012 2.904551 -2.478868 0.00 0.01 0.00 0.24
H 2.508816 4.382201 -3.256852 0.00 0.00 0.00 0.26
H 0.189790 4.092440 0.441308 -0.01 0.00 -0.01 0.24
H -0.724372 3.510341 4.760083 -0.01 0.00 0.00 0.23
H -2.436880 3.480299 4.353580 0.00 0.01 -0.01 0.25
H -1.678389 5.399958 5.845168 0.01 0.00 0.00 0.27
H -2.647853 5.874050 4.452632 0.00 -0.01 0.00 0.24
H 0.288815 5.965480 4.567078 0.00 -0.01 0.00 0.44
H -0.703315 7.251248 4.720012 0.00 0.00 0.00 0.46
H 0.395273 6.503927 2.426536 0.00 0.00 0.00 0.23
H -1.090017 7.461280 2.533220 -0.01 -0.01 0.00 0.25
H -1.226539 5.327404 1.074222 0.00 0.00 0.00 0.25
H -2.510705 5.547191 2.223433 0.00 0.00 0.00 0.23
I 2.946453 -3.446876 0.785443 -0.13 -0.20 -0.13 0.45
C 2.005476 -4.526644 2.360618 -0.04 -0.07 0.02 -0.69
I -0.091898 -4.413319 2.047201 -0.09 0.00 0.11 0.34
H 2.261584 -4.095278 3.321515 0.01 0.07 -0.04 0.27
H 2.311558 -5.562506 2.285805 0.03 0.00 0.02 0.26
N 1.379359 -6.825686 -4.048362 -0.03 -0.07 -0.03 -0.68
C 0.530872 -7.160009 -2.845721 -0.01 0.04 -0.07 -0.60
P -0.541367 -5.682877 -2.530510 0.19 -0.08 0.07 2.14
O -0.625228 -4.992428 -3.841921 -0.07 0.08 -0.05 -1.11
O 0.004418 -4.998191 -1.275666 -0.22 0.04 -0.09 -1.09
C -2.265853 -6.237994 -2.153478 0.02 -0.04 -0.02 -0.61
N -3.102670 -6.011151 -3.388872 0.01 -0.03 -0.02 -0.68
H 0.887561 -6.101510 -4.603859 0.02 0.02 0.02 0.48
H 1.544605 -7.643402 -4.641844 0.02 -0.01 0.02 0.46
H 2.295807 -6.453996 -3.789054 -0.01 0.04 0.00 0.46
H 1.166109 -7.427505 -2.005152 0.02 0.01 -0.02 0.28
H -0.077710 -8.024442 -3.108485 -0.01 -0.01 0.03 0.26
H -2.663762 -5.624207 -1.347758 0.01 0.02 -0.01 0.27
H -2.344271 -7.280251 -1.848768 0.00 0.01 0.02 0.28
H -3.276404 -6.875536 -3.907940 -0.01 0.00 0.01 0.46
H -2.585064 -5.368197 -4.017050 0.00 0.02 0.02 0.48
H -4.017961 -5.610535 -3.169210 0.00 0.01 0.00 0.46
```
Positions in Å, forces in eV/Å.

For the HOMO energy (alpha / beta), the calculation gives -17.352 / -17.348 eV. As for the charge: +4. As for the spin multiplicity: 2. Its lowest unoccupied orbital energy (alpha / beta) is -10.8769 / -10.4174 eV. Its expectation value of S² is 0.77.

2.
Below is a structure of composition C20H30CuO19S in a non-equilibrium geometry, with properties calculated with ωB97M-V with the def2-TZVPD basis set.

```
71
Properties=species:S:1:pos:R:3:forces:R:3:mulliken_spin:R:1
Cu -1.167636 -0.731526 0.847785 -1.65 -0.53 0.98 0.60
S -3.371469 -1.562523 2.166373 -0.90 0.31 0.56 -0.03
O -4.409154 -0.656962 2.634949 0.14 0.00 -0.34 0.02
O -3.118104 -1.443771 0.681880 0.51 0.27 -0.78 0.19
O -2.025046 -1.023804 2.639988 1.17 0.07 -0.16 0.22
O -3.608990 -2.937742 2.531869 0.34 -0.09 0.08 0.02
C -4.940425 -1.406625 -4.710889 0.60 -0.58 -0.08 0.00
C -4.039364 -2.154957 -3.725961 0.03 0.20 -0.01 0.00
C -2.722264 -2.743255 -4.285249 -0.53 0.22 0.15 0.00
O -1.720513 -2.279080 -3.385774 0.02 -0.29 0.19 0.00
C -2.283458 -1.508242 -2.417179 -0.40 0.05 -0.03 0.00
O -1.702812 -1.075805 -1.482004 0.59 0.18 -0.30 0.00
O -3.578935 -1.280944 -2.688466 0.12 -0.01 -0.03 0.00
H -5.787378 -2.051340 -4.936209 -0.20 0.27 -0.08 0.00
H -4.400861 -1.221065 -5.641268 -0.06 0.13 -0.01 0.00
H -5.255412 -0.453801 -4.298816 -0.18 -0.05 0.13 0.00
H -4.604319 -2.946747 -3.233471 -0.02 0.04 0.06 0.00
H -2.474221 -2.382766 -5.282222 -0.08 -0.06 -0.07 0.00
H -2.794654 -3.829257 -4.258812 0.38 -0.03 -0.12 0.00
C 4.376668 1.963148 -1.235506 0.45 0.10 -0.11 0.00
C 3.543552 0.889677 -1.905401 -0.28 -0.10 0.29 0.00
C 3.833935 -0.546001 -1.449100 0.16 -0.48 -0.30 0.00
O 2.731852 -0.887769 -0.612797 -0.03 -0.01 -0.08 0.00
C 1.724651 -0.006504 -0.833136 0.15 -0.05 0.26 0.00
O 0.619267 -0.144483 -0.430107 0.00 0.16 -0.11 0.00
O 2.157338 1.045567 -1.538525 -0.03 0.03 -0.32 0.00
H 3.954026 2.288178 -0.285947 -0.14 -0.23 0.05 0.00
H 4.487611 2.850586 -1.857112 -0.10 -0.03 -0.05 0.00
H 5.377133 1.567324 -1.046864 0.02 0.12 -0.01 0.00
H 3.580182 0.947894 -2.990854 0.12 0.13 -0.01 0.00
H 4.775715 -0.686856 -0.920526 -0.14 0.27 0.29 0.00
H 3.859424 -1.254697 -2.284662 -0.14 0.18 -0.04 0.00
C -2.301660 4.522936 3.811957 -0.43 0.00 0.04 0.00
C -2.843583 3.600058 2.750273 0.79 -0.19 -0.50 0.00
C -3.299241 4.281924 1.454163 -0.53 0.57 0.60 0.00
O -2.885763 3.400078 0.421883 -0.16 -0.26 -0.10 0.00
C -2.107289 2.441013 0.962925 -0.09 0.21 0.96 -0.01
O -1.802185 1.430396 0.428328 0.46 -0.14 -0.76 0.00
O -1.755043 2.781394 2.227597 -0.31 -0.06 -0.16 0.00
H -1.748862 5.345465 3.360436 0.12 -0.02 0.03 0.00
H -1.664601 3.978191 4.505427 0.00 -0.05 -0.01 0.00
H -3.137092 4.935795 4.381422 0.08 0.07 0.01 0.00
H -3.569040 2.877881 3.128472 -0.17 0.20 0.07 0.00
H -2.854379 5.273363 1.333777 0.34 -0.17 -0.11 0.00
H -4.377360 4.441341 1.414930 -0.01 -0.33 -0.11 0.00
C 3.893938 2.003428 4.533278 0.07 0.19 1.00 0.00
C 2.455673 2.304443 4.187955 -0.26 0.52 -1.37 0.00
C 2.287242 3.074494 2.835821 0.96 0.02 0.47 0.00
O 1.482701 2.234098 2.034402 -0.22 -0.09 -0.05 0.00
C 1.157837 1.103973 2.715430 -0.08 0.36 0.18 0.00
O 0.470034 0.235604 2.300247 0.04 -0.24 -0.22 0.00
O 1.713736 1.104088 3.938231 0.14 0.02 0.16 0.00
H 3.939570 1.124393 5.178511 0.00 -0.04 -0.11 0.00
H 4.288165 2.826969 5.137645 0.03 0.00 -0.14 0.00
H 4.567512 1.872597 3.689598 -0.25 -0.14 -0.23 0.00
H 1.935224 2.881538 4.949457 0.11 -0.32 0.36 0.00
H 3.262452 3.212841 2.357164 -0.09 -0.16 -0.08 0.00
H 1.875576 4.076654 2.953972 -0.47 -0.21 -0.03 0.00
C 1.577467 -3.772774 -3.223862 0.14 0.16 -0.39 0.00
C 1.256724 -4.419315 -1.900300 0.38 0.36 -0.27 0.00
C 2.420222 -4.409464 -0.910986 -0.02 -1.24 0.81 0.00
O 1.804172 -4.012914 0.321917 0.26 0.52 -0.35 0.00
C 0.654777 -3.359161 0.028848 0.07 -0.47 -0.03 0.00
O 0.062964 -2.680692 0.799335 -0.13 0.18 0.25 -0.01
O 0.264939 -3.630941 -1.228166 0.08 0.09 0.01 0.00
H 2.347834 -3.008583 -3.101177 -0.09 0.08 -0.02 0.00
H 0.686406 -3.300623 -3.631771 -0.07 -0.01 0.01 0.00
H 1.940973 -4.494242 -3.956842 0.04 -0.07 0.09 0.00
H 0.883923 -5.428671 -2.066945 -0.26 0.00 0.25 0.00
H 3.272227 -3.776131 -1.161332 -0.31 0.42 -0.06 0.00
H 2.827474 -5.407296 -0.728005 -0.07 0.04 -0.17 0.00
```
Positions in Å, forces in eV/Å.

For the HOMO energy (alpha / beta), the calculation gives -7.192 / -7.130 eV. As for the spin multiplicity: 2. Its lowest unoccupied orbital energy (alpha / beta) is 0.1235 / 0.1214 eV. Its expectation value of S² is 0.75. The relative energy (zero: lowest compared OMol25 entry of this formula, charge and spin) is 0.0 kcal/mol.

3.
Below is a structure of composition C20H30F18FeO15P3 in a non-equilibrium geometry, with properties calculated with ωB97M-V with the def2-TZVPD basis set.

```
87
Properties=species:S:1:pos:R:3:forces:R:3:mulliken_spin:R:1
Fe -1.211794 2.760270 0.976195 0.13 0.51 0.97 3.88
P -3.219024 3.182530 3.389315 -0.91 -0.25 0.66 0.00
F -2.230882 2.292463 4.278260 0.22 0.09 -0.17 0.00
F -3.084950 2.047562 2.170484 0.10 -0.08 -0.30 0.02
F -4.474786 2.445931 4.010489 0.04 -0.01 -0.05 0.00
F -4.155196 4.021444 2.408041 0.14 0.24 -0.19 0.00
F -3.193601 4.360261 4.444774 0.05 -0.04 0.02 0.00
F -1.871188 3.849788 2.632247 0.59 0.48 -0.38 0.02
P 0.807718 4.881599 0.036990 0.89 -0.40 0.61 0.00
F 1.860693 3.872795 -0.642332 0.09 0.33 -0.20 0.00
F 1.926121 5.666076 0.815483 0.07 -0.13 0.03 0.00
F 0.831187 5.848542 -1.192336 -0.33 0.19 -0.31 0.00
F -0.355250 5.645153 0.813480 -0.18 0.38 -0.31 0.00
F -0.400328 3.948735 -0.678267 -0.89 -0.32 -0.08 0.03
F 0.712866 3.732303 1.276752 -0.33 -0.11 0.36 0.02
P 0.005183 0.187557 0.972296 -1.40 -0.94 0.91 -0.01
F 0.287128 1.498792 0.050948 1.16 -0.29 -0.70 0.01
F 0.049778 1.211677 2.275156 -0.42 -0.25 -0.42 0.01
F -1.601902 0.724740 0.800971 -0.19 -0.38 -0.43 0.02
F -0.589844 -1.026088 1.822625 0.35 0.33 0.84 0.00
F -0.164435 -0.749403 -0.302345 0.58 0.64 -0.55 0.00
F 1.501386 -0.169175 1.247101 0.25 -0.08 -0.57 0.00
C 2.237899 1.601275 4.330291 -0.48 -0.72 -0.78 0.00
C 2.713505 2.773998 3.513500 0.36 0.62 1.61 0.00
C 2.268426 4.163835 3.951212 -0.77 -0.40 -0.43 0.00
O 3.312887 4.976202 3.414191 0.34 0.18 0.16 0.00
C 4.444153 4.229637 3.436476 -0.39 -0.16 0.61 0.00
O 5.536505 4.614587 3.179800 0.12 0.12 -0.08 0.00
O 4.126954 2.980536 3.868969 0.32 -0.35 -1.14 0.00
H 1.152763 1.502411 4.376322 -0.03 0.48 0.08 0.00
H 2.644110 1.577993 5.336694 0.15 0.15 -0.02 0.00
H 2.520131 0.704354 3.771810 0.30 -0.11 0.38 0.00
H 2.643691 2.606132 2.440966 -0.10 0.09 -0.05 0.00
H 2.249841 4.182704 5.044084 0.21 0.21 0.02 0.00
H 1.314431 4.531540 3.584331 0.05 -0.10 -0.22 0.00
C 0.347263 -2.749326 -3.184646 0.14 0.35 0.60 0.00
C 0.364864 -4.022616 -3.983399 -0.58 0.81 -0.64 0.00
C -0.832364 -4.155562 -4.948309 0.18 -0.47 0.61 0.00
O -0.246362 -4.635349 -6.153497 0.00 0.06 -0.16 0.00
C 1.100053 -4.514739 -6.091482 -0.04 0.13 0.46 0.00
O 1.853054 -4.844035 -6.944156 0.04 0.04 -0.22 0.00
O 1.464252 -3.978451 -4.899358 0.16 -0.52 -0.01 0.00
H 1.331167 -2.553029 -2.753276 0.00 -0.12 0.01 0.00
H -0.348769 -2.832599 -2.348028 -0.09 0.02 -0.08 0.00
H 0.085654 -1.859347 -3.757216 -0.04 -0.18 -0.28 0.00
H 0.423092 -4.893513 -3.327767 0.35 -0.10 -0.12 0.00
H -1.338062 -3.201842 -5.089999 0.03 0.01 -0.26 0.00
H -1.529790 -4.915454 -4.599726 -0.17 0.14 -0.05 0.00
C 2.786593 3.868443 -4.070556 -0.90 0.57 -0.30 0.00
C 2.471710 2.444290 -3.704051 0.36 0.35 1.34 0.00
C 1.031154 2.183626 -3.226745 0.30 -0.89 -0.91 0.00
O 0.585631 1.141244 -4.133750 -0.22 0.40 -0.26 0.00
C 1.577024 0.769886 -4.966988 -0.23 0.41 0.15 0.00
O 1.478287 -0.099543 -5.768745 0.09 -0.24 -0.17 0.00
O 2.670738 1.535880 -4.777762 0.13 -0.22 0.01 0.00
H 1.985108 4.327746 -4.661729 0.05 -0.15 -0.08 0.00
H 3.707499 3.983881 -4.634455 0.19 -0.17 0.18 0.00
H 2.822887 4.431108 -3.135691 0.21 0.08 -0.09 0.00
H 3.128803 2.244847 -2.849818 0.24 -0.69 -0.42 0.00
H 0.456466 3.100371 -3.336180 -0.47 -0.27 0.17 0.00
H 0.935871 1.667556 -2.279469 0.19 0.81 0.49 0.00
C 0.496931 -4.157418 -0.011449 -0.57 -0.91 -0.67 0.00
C 1.300555 -4.289977 1.259801 0.73 -0.04 -0.08 0.00
C 0.555685 -3.918171 2.538995 -0.08 -0.38 0.43 0.00
O 0.147357 -5.201393 3.066104 0.11 0.14 0.09 0.00
C 0.978378 -6.147473 2.591780 0.02 0.21 -0.70 0.00
O 1.086673 -7.254211 3.002293 -0.10 -0.23 0.23 0.00
O 1.664763 -5.668591 1.523024 -0.26 -0.07 0.08 0.00
H 0.013448 -5.128649 -0.174237 -0.25 0.18 0.04 0.00
H 1.070491 -3.992158 -0.920309 0.46 0.02 0.27 0.00
H -0.268985 -3.383639 -0.015262 0.06 0.09 0.42 0.00
H 2.283575 -3.842058 1.126019 -0.22 0.62 0.34 0.00
H -0.342303 -3.329966 2.394749 0.06 0.09 -0.13 0.00
H 1.185362 -3.465653 3.304101 0.08 0.22 -0.17 0.00
C -3.335647 -2.315532 -0.506188 0.87 -1.25 0.92 0.00
C -4.297887 -2.436467 0.659640 -0.67 1.00 0.82 0.00
C -4.160178 -1.263759 1.665196 0.55 -0.06 0.31 0.00
O -5.479495 -0.761205 1.840560 -0.04 0.19 -0.32 0.00
C -6.240666 -1.197784 0.817626 0.32 -0.22 -0.19 0.00
O -7.260999 -0.718271 0.449129 -0.28 -0.03 0.24 0.00
O -5.665126 -2.282190 0.234959 0.04 0.04 -0.32 0.00
H -2.427216 -1.846550 -0.119230 -0.14 0.49 -0.33 0.00
H -3.756679 -1.815782 -1.370068 0.01 0.16 0.04 0.00
H -2.959241 -3.314331 -0.751519 -0.40 0.03 -0.53 0.00
H -4.249635 -3.367186 1.223039 0.21 -0.23 -0.37 0.00
H -3.484998 -0.490438 1.300407 -0.34 0.17 -0.22 0.00
H -3.760163 -1.533378 2.642663 -0.18 -0.30 -0.02 0.00
```
Positions in Å, forces in eV/Å.

For the HOMO energy (alpha / beta), the calculation gives -9.100 / -9.100 eV. As for the charge: -1. As for the spin multiplicity: 5. Its lowest unoccupied orbital energy (alpha / beta) is 1.5697 / 0.4364 eV. Its expectation value of S² is 6.00. The relative energy (zero: lowest compared OMol25 entry of this formula, charge and spin) is 11.2 kcal/mol.